This record from OMol25 describes a cluster of 10 separate species, C34H58BN2O20S5 in total at a distorted geometry. The level of theory is ωB97M-V/def2-TZVPD.

Geometry as XYZ:
```
120
Properties=species:S:1:pos:R:3:forces:R:3:mulliken_charge:R:1
O -12.995618 -14.837322 0.642235 -0.5572 -0.0882 0.3827 -0.682
H -16.143203 -15.847413 1.278335 -0.1669 0.2101 0.0863 0.340
H -15.691680 -11.616106 1.614154 0.1041 0.0687 -0.4775 0.273
H -19.723761 -16.254431 15.128703 0.6820 0.2854 -0.4830 0.346
H -24.121119 -18.100462 4.014451 -0.1230 -0.4293 -0.2640 0.265
C -24.652721 -12.069683 11.088025 -1.5193 -0.4248 1.2350 0.228
N -14.933206 -18.559585 6.738257 2.6986 5.1465 -1.7150 -0.504
C -23.933230 -18.861063 4.772265 1.1588 -0.3053 0.8404 -1.099
H -17.036071 -10.956920 3.900501 0.2326 0.0270 -0.3472 -0.143
H -24.336513 -15.774390 8.374108 0.0909 -0.1047 0.1079 0.116
S -23.042244 -15.831494 13.915133 -0.2158 -0.8192 -1.1409 1.116
O -15.290563 -8.868573 5.690737 1.5108 1.6118 0.7837 -0.558
S -20.391465 -11.699778 2.652798 -2.6309 -0.0218 -0.5025 0.967
O -18.997959 -12.016525 2.407740 -0.3475 0.5695 -0.1408 -0.403
H -21.068139 -14.605320 3.253208 -0.5166 -0.8253 -0.0611 -0.399
O -19.229301 -15.852363 8.080356 1.3212 -1.2956 -0.5327 -0.476
H -21.660297 -15.587418 -0.175047 -0.2403 -0.2803 -0.2184 0.509
C -16.144623 -11.041875 6.315986 -0.0781 0.4951 1.3297 -0.613
H -20.795081 -14.064721 14.405395 0.3637 0.1767 0.0390 0.388
C -14.360268 -17.567547 6.358810 -3.5120 -7.1209 2.9728 0.333
H -18.427154 -17.935494 -0.250882 0.3707 0.1396 0.4521 0.418
C -21.715089 -16.481494 15.033958 -2.0376 0.0123 0.0880 -0.744
H -21.590775 -15.645469 11.965770 -0.4774 0.1204 -0.2567 0.221
H -20.634588 -17.795975 4.924245 -0.1176 0.2782 0.1122 0.027
C -21.739451 -17.845493 -0.374150 2.1977 0.6345 0.4408 -0.854
O -19.611914 -15.647431 5.630985 0.2224 0.9628 0.1368 -0.095
O -20.683594 -14.214888 7.427763 0.2312 -0.0422 -0.9592 -0.594
H -24.317461 -15.449417 10.117781 -0.2783 -0.0035 -0.0228 -0.063
O -23.906644 -14.949593 14.689365 0.5146 -0.2223 -0.6329 -0.651
O -19.997071 -19.831734 -0.922644 -0.7510 1.0388 1.9302 -0.705
C -15.293035 -12.568050 1.263436 2.5998 0.1784 0.5495 -1.016
C -24.912607 -15.848561 9.296454 -0.9726 0.1109 -0.5794 -0.137
H -19.786441 -14.476462 12.958936 0.3007 -0.2222 0.4325 0.364
C -22.536080 -18.543747 5.399586 -1.6419 0.8998 2.1921 0.656
C -21.478106 -18.230953 4.388178 1.3083 -0.0606 1.1710 -0.285
O -22.047905 -14.260065 9.210674 1.2252 -0.6148 -0.4212 -0.615
H -22.893683 -14.397790 2.829445 0.3961 -0.5214 0.0119 0.468
O -16.600201 -13.948133 5.152848 -1.1394 -0.3524 0.2137 -0.380
S -20.424233 -18.992861 0.225739 0.0969 -1.5253 0.7825 1.072
H -22.666058 -18.407022 -0.255022 -0.1182 0.6264 0.3159 0.464
C -17.679952 -14.336042 5.530854 0.3871 1.1047 2.3318 0.049
H -21.998828 -17.505853 15.275335 0.2408 -0.1972 -0.5438 0.415
H -22.149974 -13.660049 5.169701 -0.1449 0.4107 0.1632 0.285
H -25.393596 -12.190233 10.297664 0.5018 0.6825 -0.6007 0.303
O -18.539685 -15.582212 3.661767 -0.0494 0.4963 0.4451 -0.635
H -18.712967 -18.017680 1.580692 0.1492 0.0352 -0.2245 0.455
H -21.748306 -15.991474 16.007036 -0.2530 0.5871 -0.2688 0.331
H -17.146925 -11.469615 6.292891 0.0179 -0.0569 -0.9341 0.068
H -26.147656 -13.224024 12.182951 0.1408 -0.2175 -0.0440 0.456
H -19.507192 -15.796684 1.354202 -0.2871 -0.0582 0.1943 -0.331
C -26.310233 -11.246837 12.903143 0.6936 -0.7057 -0.4447 -0.831
H -21.816853 -16.436826 1.339029 -0.0497 -0.1729 0.0274 -0.132
H -22.905711 -12.384904 4.103619 -0.2558 -0.0539 0.4596 0.487
C -15.655735 -14.947205 0.904042 0.6785 -0.5406 0.2830 -0.737
N -27.234523 -14.578546 8.908383 3.8999 -2.1405 0.5853 -0.518
O -20.851169 -19.599097 1.527504 0.6588 1.0095 -2.6996 -0.578
C -19.092031 -17.753494 0.593460 -1.5828 -1.1459 -0.5584 -0.846
C -22.046711 -13.030692 4.285758 -0.4199 -0.1876 -0.6359 -1.029
O -23.654690 -16.944994 13.152182 0.8663 1.5714 1.2208 -0.664
C -26.200236 -15.141610 9.072696 -3.0995 2.2148 -0.1794 0.287
H -14.742960 -13.148849 3.243455 0.0105 -0.2573 0.2288 -0.038
C -16.332889 -13.609783 1.145840 -1.5287 -0.2063 0.2337 0.349
O -13.802214 -15.795410 2.778761 -0.3228 -0.1778 0.1911 -0.555
H -17.631737 -9.383720 4.306094 -0.1263 0.2120 -0.1683 0.288
H -21.466130 -17.763725 -1.426155 -0.3051 -0.0126 -0.1055 0.358
H -24.780447 -18.959046 5.451036 0.3372 0.4546 0.3671 0.330
O -24.502555 -9.514352 13.832831 -0.8044 -0.1574 -1.5455 -0.644
H -23.222760 -10.657727 11.974600 0.1367 -0.3423 -0.2443 0.390
H -22.288125 -12.601140 1.365561 0.1928 0.1511 0.0488 0.331
H -19.400219 -15.891254 -0.351753 -0.0929 0.0122 -0.1902 0.395
H -16.997906 -13.545734 2.007095 0.1218 -0.6521 0.2391 -0.372
O -22.366422 -18.476216 6.627877 -0.1590 -0.3529 -2.6474 -0.610
O -21.021626 -10.413091 2.292132 1.4168 -1.4995 0.4814 -0.730
H -20.736109 -11.304374 4.984039 -0.5620 0.0178 -0.0589 0.614
H -23.795229 -19.874968 4.396703 -0.1219 0.1082 -0.8164 0.336
C -18.641484 -15.213301 4.808401 -1.0574 -2.1435 -1.3624 0.709
H -15.416672 -11.846731 6.214063 -0.0506 0.0893 -0.3007 0.155
C -21.349447 -16.487344 0.355625 -0.4717 -1.1098 0.2352 -0.424
S -13.995043 -14.865410 1.702011 0.2704 2.2000 -0.5558 0.997
C -15.898227 -9.836614 5.409073 -2.6333 -2.3906 -1.8192 0.499
H -26.523540 -11.404824 13.960328 0.0451 0.3620 -0.0829 0.434
H -13.404745 -16.937051 4.750656 -0.0050 0.6281 -0.1820 0.153
C -20.807266 -12.176063 4.333494 1.4108 0.0237 0.3227 0.139
H -19.936971 -12.780267 4.589677 0.0225 -0.2029 0.1783 -0.606
C -24.151563 -10.707773 11.406347 0.2028 2.1887 -0.4588 -0.791
H -12.653249 -16.347656 6.241314 -0.1196 -0.1309 0.1823 0.351
C -20.036972 -15.686736 9.059668 -0.8974 -0.7575 4.4679 0.574
H -24.718058 -12.783700 13.068920 -0.2717 0.2282 0.5856 0.284
H -21.762481 -17.524156 3.608639 -0.2381 -0.5090 -0.1707 -0.072
C -21.477042 -13.056268 1.933993 1.3613 0.7641 -1.1336 -0.864
C -16.717720 -9.928119 4.068816 0.4882 -0.1406 1.2660 -0.519
H -27.226939 -11.202241 12.315123 0.0563 0.4500 0.0825 0.400
H -23.829893 -12.766737 10.929422 -0.1324 -0.0446 -0.0398 -0.410
C -25.453435 -12.402632 12.360314 0.0174 -1.6599 0.5035 -0.625
C -21.852858 -14.917993 12.734005 -0.0535 -1.3000 1.6286 -0.251
H -25.207495 -16.884339 9.464689 0.4427 -0.0748 0.1477 0.330
O -26.105041 -8.732878 11.941468 2.3134 -2.4864 1.6142 -0.666
S -25.273962 -9.809862 12.614296 -1.5167 1.6920 -0.8547 1.049
C -20.588781 -14.796061 13.623921 -1.0129 -0.8346 -0.1206 -0.718
C -14.225000 -13.084439 2.286547 -1.1930 -1.4333 0.0204 -0.330
H -22.304413 -14.014932 12.323293 0.0491 -0.0933 0.2673 0.156
H -20.750375 -13.553987 1.291864 -0.3070 -0.0116 -0.4458 0.244
H -13.264976 -12.609359 2.488409 -0.0549 0.0525 -0.7385 0.503
B -19.495366 -14.961649 6.935632 0.7296 0.5721 0.5240 1.059
H -14.808074 -12.578094 0.287316 0.1675 1.0163 -0.1180 0.435
C -20.446200 -16.221130 14.313182 0.8863 0.6521 -0.1002 -0.654
H -16.221938 -9.457860 3.219609 -0.0152 -0.0882 0.1114 0.424
H -21.041210 -19.169150 4.046130 -0.4264 -0.0148 -0.7371 0.467
O -18.255442 -14.100688 6.749446 0.3038 -0.1083 -1.2653 -0.618
H -15.377693 -15.092198 -0.139880 -0.1648 0.0241 -0.0501 0.386
C -21.917469 -13.958224 3.034108 0.4700 1.2829 1.4046 0.382
H -24.082015 -10.093316 10.508736 0.1576 0.3307 0.2359 0.458
C -13.604741 -16.556643 5.752354 0.6430 1.2465 -0.6751 -0.247
C -19.807145 -16.418784 0.510923 0.4646 0.8436 -0.3320 0.254
H -14.224256 -15.659919 5.766308 0.2599 0.2278 -0.5141 -0.041
H -20.229009 -17.039315 13.626518 0.1125 0.3166 -0.3100 0.315
C -21.061611 -14.661165 8.623342 -1.6569 1.2325 -0.0226 0.677
O -20.027124 -16.146434 10.229840 0.3846 0.9753 -3.7195 -0.710
H -16.135741 -10.723960 7.358549 0.6530 0.2906 0.1146 0.435
H -16.970577 -13.301672 0.317270 -0.1039 -0.4013 -0.2247 0.444
```
Positions in Å, forces in eV/Å.

Computed properties:
Maximum force ... 8.5 eV/Å
ΔE to the lowest compared entry with this formula, charge and spin ... 54.6 kcal/mol
M ... 985.98 g/mol
Charge ... -1
DFT total energy ... -134985.0514 eV
HOMO level ... -7.9 eV